1.
{"formula": "C34H64N4O6", "method": "wB97M-V/def2-TZVPD", "species": ["C", "C", "O", "C", "H", "H", "H", "H", "H", "H", "C", "C", "O", "C", "H", "H", "H", "H", "H", "H", "C", "C", "O", "C", "H", "H", "H", "H", "H", "H", "C", "C", "O", "C", "H", "H", "H", "H", "H", "H", "C", "C", "O", "C", "H", "H", "H", "H", "H", "H", "C", "C", "O", "C", "H", "H", "H", "H", "H", "H", "C", "C", "C", "C", "N", "H", "H", "H", "H", "H", "H", "H", "C", "C", "C", "C", "N", "H", "H", "H", "H", "H", "H", "H", "C", "C", "C", "C", "N", "H", "H", "H", "H", "H", "H", "H", "C", "C", "C", "C", "N", "H", "H", "H", "H", "H", "H", "H"], "coordinates": [[-5.3723, 0.6084, 1.6172], [-4.9817, 0.2911, 0.1754], [-4.6844, -0.8606, -0.0872], [-4.8210, 1.4792, -0.8306], [-5.7394, -0.2374, 2.1511], [-6.0496, 1.4861, 1.6727], [-4.5200, 0.9846, 2.1796], [-5.5584, 1.3131, -1.6495], [-3.8475, 1.4205, -1.2734], [-4.8738, 2.4649, -0.3468], [-2.6937, 3.4219, 4.7164], [-4.0921, 3.0136, 4.2507], [-4.3911, 1.8384, 4.4484], [-5.0981, 3.9513, 3.6507], [-2.2690, 4.2049, 4.0416], [-2.1153, 2.5231, 4.9754], [-2.7555, 3.9769, 5.6867], [-4.7472, 4.9617, 3.8449], [-6.1093, 3.6134, 3.9844], [-5.0517, 3.9440, 2.5284], [0.5393, 0.1563, 2.3315], [1.6256, -0.7388, 1.6718], [1.3600, -1.8613, 1.2167], [3.0131, -0.2457, 1.7089], [0.6367, 1.2292, 1.8864], [0.7264, 0.3078, 3.4102], [-0.4475, -0.1971, 2.0201], [3.4660, 0.0033, 2.6738], [3.0886, 0.7502, 1.1888], [3.7021, -0.9490, 1.2933], [6.7195, -0.0557, 0.9847], [6.4808, 1.3770, 1.3585], [5.9460, 1.7475, 2.3710], [6.8233, 2.3706, 0.2274], [6.1525, -0.7328, 1.6619], [7.8198, -0.1654, 0.9893], [6.3899, -0.2396, -0.0592], [7.3561, 3.2488, 0.5094], [5.9446, 2.5911, -0.3385], [7.4484, 1.8649, -0.4981], [-3.0555, -0.8061, -3.1047], [-2.4059, 0.3162, -3.8856], [-2.2712, 1.4299, -3.4183], [-2.0972, -0.0029, -5.3274], [-2.9097, -0.7173, -2.0053], [-2.5916, -1.7417, -3.4628], [-4.1163, -0.8368, -3.3735], [-1.7624, 0.8573, -5.7532], [-2.9860, -0.3619, -5.7713], [-1.4205, -0.8531, -5.3025], [-0.6436, 1.8745, -0.7105], [-1.6028, 2.7230, 0.0803], [-2.3425, 2.2054, 0.9033], [-1.6817, 4.1345, -0.2784], [0.3288, 2.2341, -0.3217], [-0.6779, 2.1489, -1.7768], [-0.7817, 0.8079, -0.6186], [-1.8570, 4.7419, 0.6394], [-2.5942, 4.2080, -0.9102], [-0.8412, 4.5339, -0.7889], [3.1133, -0.5792, -5.0199], [2.2552, -1.3230, -3.9525], [2.4156, -0.7286, -2.4880], [3.7965, -0.8944, -2.0329], [4.9055, -0.7385, -1.7994], [2.8239, 0.4710, -5.0783], [2.7984, -1.0412, -5.9985], [4.2224, -0.6458, -4.8656], [2.5095, -2.4208, -4.0066], [1.2270, -1.1856, -4.2863], [1.6781, -1.1387, -1.8211], [2.2831, 0.3230, -2.6640], [2.1038, 3.2266, 4.7905], [3.4625, 3.5297, 4.0351], [3.3288, 4.3737, 2.7558], [2.5308, 3.7102, 1.7463], [1.8049, 3.2381, 1.0066], [2.3585, 2.6343, 5.6787], [1.4698, 2.5624, 4.1772], [1.5041, 4.1147, 5.0751], [3.9285, 2.6146, 3.6858], [4.2042, 3.9888, 4.6411], [4.2634, 4.6355, 2.2864], [2.9152, 5.3767, 2.9266], [-2.2664, -4.3548, 1.3654], [-2.2699, -3.8756, -0.1441], [-3.3710, -4.5902, -1.0228], [-2.9544, -5.8949, -1.4444], [-2.4658, -6.8900, -1.7022], [-1.4700, -3.9485, 1.9206], [-2.1980, -5.4232, 1.3662], [-3.2735, -4.2062, 1.7464], [-1.2348, -4.0385, -0.5482], [-2.4973, -2.8376, -0.2150], [-3.4494, -3.9251, -1.8728], [-4.3432, -4.5970, -0.5012], [1.3813, -4.5911, -1.0669], [0.6219, -5.7903, -1.5849], [0.2808, -5.6535, -3.0412], [-0.4768, -4.4290, -3.4007], [-1.1657, -3.5032, -3.6071], [0.8629, -3.6761, -0.8976], [2.2367, -4.3109, -1.6890], [1.8805, -4.7050, -0.0904], [-0.2754, -5.7570, -1.0387], [1.1209, -6.7384, -1.3612], [-0.3731, -6.4539, -3.4435], [1.0865, -5.6695, -3.6762]], "forces_ev_per_angstrom": [[-0.17, 1.74, -0.77], [0.84, 0.22, 0.95], [-0.30, 0.72, -0.63], [-0.83, -1.08, 0.45], [-0.43, -0.64, 0.16], [-0.06, -0.68, -0.10], [0.48, -0.17, -0.26], [0.35, 0.46, 0.60], [0.58, -0.25, -0.34], [-0.45, -0.42, -0.15], [-0.50, 1.56, 0.43], [0.45, -2.34, 0.77], [-0.08, 1.13, -0.29], [0.36, 0.00, -0.97], [0.20, -1.06, 0.24], [0.01, 0.44, -0.79], [-0.39, -0.33, -0.56], [-0.77, 0.35, 0.56], [0.82, 0.81, -0.23], [-0.03, -0.56, 0.85], [0.89, 1.57, -1.78], [-1.50, -1.59, 0.88], [0.25, 2.07, 0.45], [1.17, 1.82, -0.35], [-0.05, -1.77, 0.67], [-0.31, -0.52, -0.44], [0.10, -0.08, 0.66], [-0.72, -0.13, 0.41], [-0.13, -0.94, 0.11], [0.24, -0.46, -0.69], [-0.26, -0.27, 0.01], [-0.49, 0.72, -1.50], [-0.05, 0.02, 0.62], [0.72, -1.50, 0.07], [0.85, 0.36, -0.32], [-0.44, -0.45, 0.20], [0.17, 0.18, 0.59], [0.02, 0.77, 0.61], [-0.89, 0.38, -0.06], [0.31, -0.20, -0.16], [0.95, -0.45, 0.15], [-1.13, 0.17, 0.44], [0.33, -0.17, -0.18], [-0.14, -1.77, 2.51], [-0.33, 0.09, -0.82], [-0.40, 0.25, 0.35], [0.05, 0.06, 0.22], [1.23, 2.14, -1.62], [-1.09, -0.33, -0.67], [0.41, 0.08, -0.37], [0.68, 1.21, -0.33], [-0.41, -2.63, -0.08], [0.24, 0.65, 0.09], [-1.55, 1.51, 0.96], [-0.14, -0.61, -0.35], [-0.05, -0.04, 0.35], [-0.12, -0.18, 0.35], [-0.02, -0.37, -0.63], [0.56, 0.18, 0.21], [0.74, 0.14, -0.60], [-0.21, -0.87, -0.26], [1.02, -0.28, 0.02], [0.29, -1.12, -2.13], [-0.73, 0.75, -0.17], [0.65, -0.41, 0.25], [0.09, 0.06, 0.10], [0.75, 0.50, 0.78], [-1.05, -0.08, -0.16], [-0.39, 1.06, 0.31], [-0.16, -0.22, 0.38], [-0.15, -0.08, 0.41], [-0.25, 0.66, 0.53], [0.91, -0.20, -0.61], [-1.33, -0.30, -0.68], [-0.19, 0.73, 0.28], [0.04, 0.67, 0.72], [-0.47, -0.55, -0.83], [-0.17, 0.34, -0.03], [0.20, 0.42, 0.07], [0.56, -0.39, -0.17], [-0.08, -0.45, 0.26], [0.40, 0.55, 0.84], [0.77, -0.40, 0.06], [-0.42, -0.30, 0.18], [-1.63, -0.28, -2.65], [0.60, -1.62, 0.99], [0.47, 1.56, 0.94], [-0.16, 0.59, 0.40], [0.36, -1.35, -0.50], [0.68, 0.73, 0.80], [0.49, -0.86, -0.01], [0.12, 0.63, 0.54], [-1.18, 0.20, 0.06], [-0.05, 0.89, 0.11], [-0.34, -0.17, -0.51], [0.42, -0.11, -0.19], [2.44, 0.14, 0.58], [0.55, 0.74, 0.42], [-2.68, -0.13, -0.45], [-1.60, 1.84, 0.29], [1.85, -2.18, 0.28], [-1.09, 0.56, -0.29], [-0.03, -0.11, -0.38], [-0.41, -0.62, -0.14], [-1.30, -0.65, 0.65], [-0.02, 0.21, -0.28], [0.23, 0.09, 0.62], [2.42, -0.01, -1.33]], "smiles": "CC(C)=O.CC(C)=O.CC(C)=O.CC(C)=O.CC(C)=O.CC(C)=O.CCCC#N.CCCC#N.CCCC#N.CCCC#N"}

2.
{"formula": "C6H39NO13", "method": "wB97M-V/def2-TZVPD", "species": ["C", "C", "C", "C", "C", "C", "N", "H", "H", "H", "H", "H", "H", "H", "H", "H", "H", "H", "H", "H", "H", "H", "O", "H", "H", "O", "H", "H", "O", "H", "H", "O", "H", "H", "O", "H", "H", "O", "H", "H", "O", "H", "H", "O", "H", "H", "O", "H", "H", "O", "H", "H", "O", "H", "H", "O", "H", "H", "O"], "coordinates": [[-0.8844, 2.0630, 1.6617], [-0.1207, 2.2555, 0.3502], [-0.4648, 0.7802, -0.3155], [-0.0198, 0.6593, -1.7391], [-0.3803, -0.8939, -3.7063], [-0.5761, -0.4912, -2.4440], [1.3494, 2.3171, 0.4914], [-1.8080, 1.4995, 1.4003], [-1.1942, 2.9119, 2.1695], [-0.2655, 1.4603, 2.3185], [-0.4235, 3.2422, -0.0754], [-1.5399, 0.5444, -0.3975], [-0.0662, 0.0573, 0.3929], [-0.1701, 1.6418, -2.2869], [1.1090, 0.6154, -1.7191], [-0.9559, -1.7293, -4.0521], [0.3787, -0.3344, -4.3369], [-1.3325, -1.0763, -1.9459], [1.8156, 2.9786, 1.0791], [1.7033, 1.4379, 0.5570], [-2.1209, 2.8032, -3.0303], [-1.5203, 3.4366, -1.9236], [-2.1772, 2.7415, -2.1114], [2.4038, -0.1615, 3.5605], [2.7885, 1.2119, 2.8840], [2.4619, 0.7627, 3.6791], [-2.4265, -2.5441, 1.8349], [-3.1676, -1.4967, 0.9646], [-2.2710, -1.8926, 1.2817], [-0.3660, -3.9589, 2.6880], [-1.5496, -3.4269, 3.6173], [-0.9626, -3.0726, 2.8853], [4.3469, -1.9119, -0.1391], [2.8974, -2.3089, -0.6728], [3.5378, -1.6112, -0.6377], [3.3742, 1.7887, -2.7598], [2.1752, 1.2217, -3.4018], [2.4951, 1.8654, -2.8468], [0.3289, -3.1023, -2.3121], [-0.4077, -3.7696, -1.0748], [0.1329, -3.9674, -1.9051], [0.0785, -2.0813, 3.3249], [0.3148, -0.8491, 4.0617], [0.7461, -1.5207, 3.7536], [-3.9170, 2.6460, -0.5418], [-3.7644, 2.8285, 0.9953], [-4.2038, 2.2606, 0.2922], [-4.0585, 0.7094, -0.5094], [-3.1206, 0.4138, -1.6294], [-3.7794, -0.0298, -1.0612], [0.5299, 3.1080, -1.7757], [1.0670, 3.9467, -3.0033], [0.2742, 3.7921, -2.4407], [0.9680, -3.5700, 0.8050], [2.3285, -4.3179, 1.3062], [1.4720, -3.8173, 1.5040], [2.3403, -2.4493, 2.5435], [3.3064, -1.4238, 1.9514], [3.2906, -2.1922, 2.4421]], "forces_ev_per_angstrom": [[-0.34, -1.68, -0.79], [-0.18, -1.47, 1.00], [-0.70, 2.47, -0.59], [3.23, 1.36, -0.26], [1.39, 1.50, 0.41], [-0.74, -0.95, -1.41], [-1.72, 2.09, -1.47], [0.52, 0.30, 0.56], [-0.25, 1.99, 0.99], [-0.07, -0.19, 0.25], [-0.23, -1.16, -0.43], [0.28, 0.73, 0.90], [0.32, -0.16, -0.12], [-0.35, -1.69, 0.49], [-1.05, -0.30, -0.17], [0.09, -0.22, -0.58], [-1.13, -1.00, 0.41], [-0.24, -0.09, 0.61], [-0.40, 0.32, 0.38], [1.46, -2.83, 0.40], [-0.31, -0.30, -2.64], [-0.20, -0.25, 0.40], [-0.28, 0.62, 2.19], [-0.04, -1.78, -0.57], [-0.19, -0.67, 0.35], [0.19, 2.49, 0.29], [-1.27, -4.76, 4.00], [2.42, -1.10, 0.64], [-1.62, 6.54, -5.69], [-1.81, 3.28, 0.53], [0.98, 0.77, -0.96], [0.63, -5.71, 0.75], [-1.61, 0.08, -0.77], [-0.18, -0.77, 0.22], [1.77, 0.75, 0.52], [4.93, -0.61, 0.39], [-0.90, -2.37, -1.99], [-3.66, 3.18, 1.34], [-0.32, -0.31, 0.32], [0.92, -0.18, -1.93], [-0.70, 0.65, 1.66], [0.06, 0.06, 0.12], [-3.78, 6.47, 2.93], [4.47, -5.60, -2.55], [0.23, 0.27, -0.25], [-0.80, -1.18, -1.33], [0.58, 1.38, 1.55], [-0.20, -0.03, 0.46], [-0.39, -0.45, 0.15], [0.55, 0.01, -0.68], [0.47, 0.90, -0.78], [-0.75, -0.39, 0.81], [0.88, -0.02, 0.02], [-1.71, 0.79, -3.82], [-2.16, 1.31, -0.17], [3.27, -2.47, 3.82], [1.15, 0.56, -0.14], [-0.11, 2.52, -1.70], [-0.40, -2.73, 1.93]]}

3.
{"formula": "C8H14Si", "method": "wB97M-V/def2-TZVPD", "species": ["C", "C", "C", "C", "C", "C", "C", "C", "Si", "H", "H", "H", "H", "H", "H", "H", "H", "H", "H", "H", "H", "H", "H"], "coordinates": [[1.2091, 3.5600, -5.6648], [2.0659, 3.2648, -4.8857], [-0.9657, 1.5282, -0.2990], [0.3004, 1.4605, -0.5931], [0.3841, -2.2746, -2.6957], [-0.8683, -0.8789, 6.4655], [0.4817, -1.3234, -1.4525], [-1.6427, -1.9008, 6.7058], [0.8465, 0.4415, -2.0350], [0.4141, 3.5561, -6.4888], [-1.3710, 2.0187, 0.5264], [-1.6413, 0.9400, -0.9049], [0.8964, 2.0200, 0.0346], [1.3300, -2.2904, -3.2816], [0.1409, -3.3316, -2.6773], [-0.3259, -1.7312, -3.3640], [3.0867, 3.3444, -4.5212], [-1.0878, 0.1214, 6.7918], [0.1164, -0.8258, 6.0297], [1.0604, -1.7322, -0.7030], [-0.5253, -1.2959, -0.9507], [-2.4898, -1.7277, 7.3653], [-1.4150, -2.9431, 6.5983]], "forces_ev_per_angstrom": [[-2.56, -0.56, -2.45], [1.84, 0.81, 0.04], [-1.26, -1.35, -1.05], [0.32, -0.91, -0.38], [0.55, 1.67, -1.31], [1.22, 1.31, -0.20], [-2.52, -0.54, -1.44], [-0.62, -0.41, 1.54], [0.64, -0.13, -0.84], [1.59, 0.24, 2.02], [-0.62, 1.04, 1.10], [-0.62, 0.01, 0.05], [1.80, 1.22, 1.11], [-0.30, 0.35, 0.45], [-0.53, -0.01, 0.92], [0.29, -0.87, 0.10], [-0.89, -0.47, 0.38], [-0.77, 0.23, 0.24], [0.15, -0.90, -0.50], [1.77, -0.64, 1.73], [0.51, 0.16, -0.43], [-0.29, 0.02, -0.43], [0.31, -0.24, -0.65]]}

Calculated values (hartree) of gap between HOMO and LUMO for the records, taken in order: 0.35152, 0.33038, 0.27547.
Calculated values (kcal per mole) of energy relative to the best compared isomer or geometry (same formula, charge and spin) for the records, taken in order: 16.7, 164.6, 155.1.
Calculated values (eV) of LUMO level for the records, taken in order: 0.49, -0.02, -0.33.